{
  "formula": "C18H25NO",
  "method": "ωB97M-V/def2-TZVPD",
  "elements": ["O", "N", "C", "C", "C", "C", "C", "C", "C", "C", "C", "C", "C", "C", "C", "C", "C", "C", "C", "C", "H", "H", "H", "H", "H", "H", "H", "H", "H", "H", "H", "H", "H", "H", "H", "H", "H", "H", "H", "H", "H", "H", "H", "H", "H"],
  "xyz": [[-0.2020, -2.8008, 0.3776], [-0.0222, -0.5596, -0.4047], [-2.9872, 2.4018, 0.1013], [-2.6443, 1.4466, 0.7234], [3.8191, 1.6721, -0.0272], [6.0677, 0.9749, 0.1086], [-5.0491, 1.6861, -0.6102], [-3.2672, -1.1738, 1.3002], [-3.1955, -2.4324, 0.1754], [5.7462, -0.3992, 0.1225], [-4.1730, 2.5434, -0.5896], [5.0425, 1.4657, 0.7337], [4.4576, -0.8323, -0.4388], [3.4575, 0.2014, -0.6040], [-4.8403, 0.3994, -0.1676], [-0.6199, -1.8712, -0.2753], [1.1753, -0.5572, -0.0425], [2.1045, -0.0608, -1.1593], [-2.0741, -1.9200, -0.9056], [-3.5939, 0.3152, 0.5683], [-4.3793, 3.6687, -1.0123], [2.1319, -0.7682, -1.9540], [-2.1951, -2.9017, -1.5921], [5.7472, -0.9730, 1.2474], [7.1873, 1.1035, 0.7370], [4.1635, -1.6750, -0.6925], [1.0292, 0.3383, 0.9730], [-5.4619, -0.4444, 0.0706], [-6.1357, 1.9287, -1.0449], [6.4713, -1.1242, -0.6311], [3.8973, 2.1730, -0.8253], [-2.2295, 3.2862, 0.4262], [-4.1388, -2.2252, -0.3356], [1.7079, 0.8425, -1.4168], [-2.5141, -0.9557, -1.4877], [6.3329, 1.3270, -0.6695], [-3.0116, -3.2154, 0.7866], [-1.7272, 1.1003, 1.0413], [-2.4568, -1.1263, 1.8074], [-0.5959, 0.0585, -0.8997], [-4.2291, -1.3242, 2.1781], [1.4187, -1.3593, 0.7016], [2.9153, 1.9773, 0.3232], [4.7404, 1.1442, 1.8926], [5.3394, 2.5257, 1.0715]],
  "orbital_gap_ha": 0.3202,
  "homo_ev": -8.106,
  "relative_energy_kcal_mol": 384.6,
  "total_energy_ev": -22594.1151,
  "lumo_ev": 0.61
}



{
  "formula": "C18H25NO",
  "method": "ωB97M-V/def2-TZVPD",
  "elements": ["O", "N", "C", "C", "C", "C", "C", "C", "C", "C", "C", "C", "C", "C", "C", "C", "C", "C", "C", "C", "H", "H", "H", "H", "H", "H", "H", "H", "H", "H", "H", "H", "H", "H", "H", "H", "H", "H", "H", "H", "H", "H", "H", "H", "H"],
  "xyz": [[-1.1077, -2.1338, -1.5829], [0.0395, -0.6372, -0.3095], [2.8035, -0.3420, 2.1459], [-3.2068, -0.4861, 1.6929], [-0.2707, 2.4419, 0.3201], [-1.4824, 1.7090, -1.7316], [-1.1839, 0.0420, 0.1940], [2.3030, 0.3025, -0.5268], [1.3120, -0.3143, 0.2439], [2.1132, 0.6496, -1.9745], [-1.2124, 2.8798, -0.7949], [-4.4314, -0.6753, 1.2361], [1.5871, -0.6497, 1.5678], [1.2105, -2.5560, -1.2681], [-0.8578, 1.2544, 1.0776], [-2.0663, 0.5248, -0.9696], [3.5215, 0.6030, 0.0727], [-1.9766, -1.0096, 1.0232], [3.7746, 0.2977, 1.3957], [-0.0656, -1.7566, -1.0810], [-5.2989, -0.2933, 1.7478], [-2.1868, 2.0093, -2.5104], [4.2840, 1.0874, -0.5207], [-0.5552, 1.4162, -2.2228], [-0.1934, 0.9733, 1.8955], [2.9931, -0.6068, 3.1752], [0.6999, 2.1808, -0.0992], [-2.2442, -0.3042, -1.6522], [-4.6141, -1.2255, 0.3278], [-1.8028, 1.5790, 1.5166], [4.7284, 0.5458, 1.8361], [-2.1551, 3.2222, -0.3611], [2.0820, 1.7321, -2.1031], [-3.0263, 0.8201, -0.5415], [1.6551, -2.7970, -0.3050], [0.9503, -3.4745, -1.7884], [1.1951, 0.2260, -2.3707], [1.9423, -2.0139, -1.8591], [0.8382, -1.1701, 2.1462], [-0.7759, 3.7139, -1.3488], [-0.1146, 3.2643, 1.0228], [-3.0554, 0.0573, 2.6172], [-2.2571, -1.8139, 0.3429], [2.9524, 0.2769, -2.5612], [-1.3102, -1.4182, 1.7870]],
  "orbital_gap_ha": 0.3553,
  "homo_ev": -8.907,
  "relative_energy_kcal_mol": 25.0,
  "total_energy_ev": -22609.7074,
  "smiles": "C=CCC1(N(C(C)=O)c2ccccc2C)CCCCC1",
  "lumo_ev": 0.76
}



{
  "formula": "C18H26AlAs2BN2O4",
  "method": "ωB97M-V/def2-TZVPD",
  "elements": ["As", "As", "Al", "O", "O", "O", "O", "N", "N", "C", "C", "C", "C", "C", "C", "C", "C", "C", "C", "C", "C", "C", "C", "C", "C", "C", "C", "B", "H", "H", "H", "H", "H", "H", "H", "H", "H", "H", "H", "H", "H", "H", "H", "H", "H", "H", "H", "H", "H", "H", "H", "H", "H", "H"],
  "xyz": [[-1.6502, 0.7912, 1.2330], [0.6306, 1.7854, -1.1271], [0.6996, 0.0234, 0.7295], [0.5590, -2.9909, 0.4597], [0.5867, -2.0675, -1.6294], [2.1402, 0.7977, 1.6106], [3.7813, 0.6635, 3.1444], [2.1045, -0.7856, 3.2205], [0.8834, -1.2102, 2.6834], [-3.4599, 2.4057, -0.2942], [-2.9416, 3.6476, -2.2831], [0.4477, -4.0106, -0.4855], [0.4653, -3.4492, -1.7457], [-3.8584, 3.2469, -1.3209], [0.3380, -5.3669, -0.2816], [0.3733, -4.2084, -2.8897], [0.2599, -5.5821, -2.7021], [2.6791, 0.2622, 2.6216], [0.9899, 1.1100, -2.9003], [-1.6287, 3.2073, -2.2171], [0.2428, -6.1483, -1.4286], [-2.1425, 1.9618, -0.2212], [4.4997, 1.7697, 2.5126], [-2.1449, 1.7494, 2.8372], [-1.2155, 2.3646, -1.1894], [-2.9055, -0.6764, 1.1332], [1.6337, 3.4358, -1.0352], [0.6464, -1.8131, -0.2794], [1.4228, 3.9441, -0.0968], [-3.2497, 4.3030, -3.0864], [0.3276, -5.8000, 0.7086], [-3.1897, 2.0450, 2.7607], [0.1850, -6.2265, -3.5668], [2.0523, 0.8850, -2.9785], [-2.7512, -1.2112, 0.1978], [0.1551, -7.2211, -1.3288], [-2.7495, -1.3556, 1.9698], [2.5379, -1.2434, 4.0115], [-0.9270, 3.5284, -2.9777], [0.9522, -2.1692, 2.3333], [0.4186, 0.1988, -3.0598], [-4.8832, 3.5887, -1.3701], [-3.9224, -0.2897, 1.1690], [0.3901, -3.7628, -3.8741], [-4.1878, 2.0998, 0.4482], [0.7232, 1.8604, -3.6420], [-2.0192, 1.1050, 3.7058], [0.1601, -1.1660, 3.3965], [2.6971, 3.2142, -1.1033], [5.3806, 1.9049, 3.1274], [-1.5250, 2.6367, 2.9436], [1.3437, 4.0748, -1.8674], [3.8741, 2.6572, 2.5247], [4.7704, 1.4866, 1.4996]],
  "charge": 2,
  "orbital_gap_ha": 0.2922,
  "homo_ev": -13.625,
  "relative_energy_kcal_mol": 0.0,
  "total_energy_ev": -159198.5263,
  "lumo_ev": -5.67
}



{
  "formula": "C18H26AlBeBrF6N4NaO18PS4",
  "method": "ωB97M-V/def2-TZVPD",
  "elements": ["Br", "S", "S", "S", "S", "P", "Al", "Na", "F", "F", "F", "F", "F", "F", "O", "O", "O", "O", "O", "O", "O", "O", "O", "O", "O", "O", "O", "O", "O", "O", "O", "O", "N", "N", "N", "N", "C", "C", "C", "C", "C", "C", "C", "C", "C", "C", "C", "C", "C", "C", "C", "C", "C", "C", "Be", "H", "H", "H", "H", "H", "H", "H", "H", "H", "H", "H", "H", "H", "H", "H", "H", "H", "H", "H", "H", "H", "H", "H", "H", "H", "H"],
  "xyz": [[1.0845, 6.2221, -0.1181], [-0.1188, 3.4055, 2.2038], [-5.5769, -2.4498, 1.3135], [1.3058, 1.6659, 0.6634], [6.3378, 1.0204, 5.0920], [-1.6078, 2.2654, -6.9168], [2.3137, 3.8751, 6.0190], [6.7088, 1.7060, -2.5238], [-4.0706, -2.6053, -5.4604], [-4.9623, -4.7572, 0.1674], [-4.2699, -4.5785, 2.1999], [-6.3513, -4.9403, 1.8048], [-3.1667, -1.0496, -6.6534], [-1.9246, -2.5147, -5.6815], [-6.6781, -2.2938, 0.3911], [-4.3266, -1.8949, 0.8363], [-5.8956, -2.0892, 2.6772], [-1.8260, -0.2176, -4.2320], [-0.1563, 4.3101, 1.0808], [-1.4275, 2.8818, 2.4330], [4.8534, 1.1294, 5.0857], [-0.5640, 1.2498, -7.3434], [-3.8578, -0.7903, -3.4948], [-1.4679, 2.5311, -5.4187], [2.5073, 2.3001, 0.1662], [-2.9941, 1.7181, -7.2359], [1.7027, 0.1204, 0.9259], [-1.4151, 3.5616, -7.6788], [2.2984, 5.1705, 4.4584], [-3.1176, -8.7035, -0.6045], [0.2069, 1.6636, -0.2286], [-2.4765, -6.9105, 0.3944], [3.8936, 5.0392, -0.4279], [0.3865, 4.2632, 3.6088], [-2.9246, -7.5027, -0.5659], [1.0030, 2.2357, 2.1660], [-1.3780, -0.1090, -1.8382], [1.6942, 4.7610, 3.4409], [-2.9696, -0.8747, -4.2889], [-3.0307, -1.7644, -5.5339], [-5.2772, -4.2663, 1.3745], [-1.6697, 0.6680, -3.1035], [6.7767, -0.2175, 6.3193], [-4.1344, -6.6123, -3.9795], [-3.3644, -4.6129, -2.8817], [-3.8022, -7.3584, -2.8607], [4.1410, 3.9763, -0.7339], [4.3970, 2.5950, -1.1191], [-3.0304, -5.3530, -1.7595], [-3.2576, -6.7183, -1.7598], [0.4772, 3.2461, 4.6940], [6.9741, 2.4339, 6.0056], [2.3435, 4.8430, 2.1069], [-3.9195, -5.2401, -3.9891], [5.5263, 5.4209, 1.3852], [7.8598, -0.2410, 6.4403], [2.1575, 5.8569, 1.6030], [-0.5025, -0.7485, -1.9763], [-3.9715, -8.4254, -2.8573], [3.4760, 2.1329, -1.4785], [4.7641, 2.0322, -0.2576], [-3.1939, -3.5444, -2.8928], [-2.2092, -0.7633, -1.5690], [6.4806, 2.5005, 6.9755], [-4.5645, -7.0995, -4.8444], [1.4457, 2.7146, 4.5373], [2.0463, 4.0423, 1.4295], [3.4252, 4.7278, 2.2707], [5.1417, 2.5709, -1.9140], [0.5192, 3.7661, 5.7084], [-0.3803, 2.5710, 4.7314], [-4.1813, -4.6607, -4.8590], [6.7665, 3.3340, 5.4289], [-1.1967, 0.5687, -1.0109], [6.2951, 0.0170, 7.2686], [-2.6004, -4.8583, -0.9016], [-2.5463, 1.3049, -2.9960], [6.4306, -1.1866, 5.9654], [8.0512, 2.3282, 6.1368], [1.3940, -0.1116, 1.8162], [-0.8292, 1.3168, -3.3363]],
  "orbital_gap_ha": 0.0513,
  "homo_ev": -8.033,
  "total_energy_ev": -212273.3091,
  "lumo_ev": -6.64
}